# 1
This record from the OMol25 dataset describes a cluster of 8 separate species, C18H54N14O10 in total. The level of theory is ωB97M-V/def2-TZVPD.

Element x y z (Å)
C -1.313611 10.014712 -2.195272
O -1.407021 8.644492 -2.358942
C -0.241061 8.068932 -2.929412
C -0.603041 6.563812 -3.079022
N 0.356069 5.995842 -4.023222
C 0.095349 4.582152 -4.257612
C 1.000369 3.650362 -3.472382
O 0.791129 3.664352 -2.013892
C 1.635399 2.640952 -1.449412
H -0.690641 10.131982 -1.308562
H -2.305711 10.423352 -2.003292
H -0.942361 10.578262 -3.051242
H 0.699849 8.209022 -2.397282
H -0.132661 8.632292 -3.856222
H -1.609131 6.473692 -3.488612
H -0.637751 6.016252 -2.137172
H 0.399299 6.508532 -4.892352
H 0.307029 4.493362 -5.323162
H -0.933691 4.222752 -4.261692
H 2.040329 3.821442 -3.750432
H 0.712089 2.667282 -3.844622
H 1.276429 1.705872 -1.879372
H 1.566519 2.548742 -0.365502
H 2.667809 2.682062 -1.796592
C -4.990961 -2.484448 5.549548
O -5.090401 -1.576678 4.387108
C -5.670101 -2.275778 3.258988
C -5.289691 -1.460848 2.032828
N -3.803531 -1.363158 2.004958
C -3.228691 -0.504088 0.975998
C -3.244251 -1.083688 -0.507192
O -2.103551 -0.582898 -1.123272
C -1.740881 -1.268678 -2.339652
H -4.138331 -2.089278 6.101778
H -4.754281 -3.530468 5.354798
H -5.811761 -2.385448 6.259898
H -6.740681 -2.345038 3.451748
H -5.138661 -3.225968 3.311918
H -5.888721 -0.558948 1.906928
H -5.518811 -2.068588 1.157478
H -3.452341 -1.073728 2.906618
H -2.193131 -0.272858 1.225468
H -3.809331 0.417862 0.944638
H -4.197091 -0.860218 -0.987042
H -3.094541 -2.161028 -0.436322
H -0.968191 -0.625928 -2.761472
H -2.476941 -1.311188 -3.142472
H -1.307321 -2.252228 -2.158702
N 0.912669 -0.834138 0.003328
C 0.955629 -2.155208 0.215738
N -0.206671 -2.552288 0.589418
O 1.965589 -2.816978 0.217528
H 1.756499 -0.393298 -0.333882
H 0.114739 -0.226018 0.119968
H -0.250811 -3.320388 1.243768
H -0.958291 -1.877618 0.589878
N -3.118871 -6.352718 2.673068
C -3.660751 -5.353378 2.006018
N -2.840411 -4.351058 1.863008
O -4.826491 -5.302368 1.611348
H -3.700131 -7.059878 3.099848
H -2.139001 -6.342718 2.917748
H -1.871121 -4.420188 2.138328
H -3.291481 -3.498658 1.562908
N 4.411299 -3.710388 0.923728
C 5.398989 -3.034088 0.561938
N 5.077079 -2.146878 -0.299162
O 6.495499 -3.500798 0.769118
H 3.530579 -3.368568 0.566528
H 4.549959 -4.565338 1.443278
H 5.747779 -1.438638 -0.561192
H 4.092669 -1.931548 -0.367512
N 0.977299 -5.119928 4.630998
C 0.751739 -5.146788 3.371298
N 1.824999 -5.346478 2.660678
O -0.326941 -4.993888 2.829008
H 1.935689 -5.140098 4.949098
H 0.167669 -5.091228 5.234128
H 2.697169 -5.467478 3.155438
H 1.690819 -5.388658 1.660528
N 4.006539 1.946962 0.439258
C 5.188829 2.484012 0.509728
N 5.312799 3.349402 1.453068
O 6.073059 2.237612 -0.250662
H 3.756019 1.332982 -0.322572
H 3.397319 2.203402 1.202928
H 6.171899 3.862072 1.591678
H 4.536739 3.500052 2.081658
N 2.772519 -1.593408 -3.082782
C 3.151989 -0.404928 -2.758322
N 3.692129 0.272982 -3.735142
O 3.040949 0.064172 -1.671382
H 2.175869 -2.179838 -2.516902
H 2.792089 -1.806738 -4.069792
H 4.141179 1.153532 -3.527562
H 3.847919 -0.171818 -4.628432

Cartesian forces (eV/Å) of the 2 atoms listed first:
C -0.2 0.4 1.0
O -0.1 -0.7 -0.2

SMILES string: COCCNCCOC.COCCNCCOC.NC(N)=O.NC(N)=O.NC(N)=O.NC(N)=O.NC(N)=O.NC(N)=O
Kohn-Sham gap in Ha: 0.3218
Spin multiplicity: 1

# 2
This record from the OMol25 dataset describes a cluster of 9 separate species, C18H54O15 in total. The level of theory is ωB97M-V/def2-TZVPD.

Element x y z (Å)
O -18.635459 -5.717216 -8.323730
C -19.004870 -5.174835 -7.064379
C -19.429014 -3.673964 -6.990339
O -20.360323 -3.279459 -7.999304
H -17.693921 -5.603767 -8.434982
H -19.905380 -5.781890 -6.814339
H -18.315405 -5.332968 -6.321764
H -18.507412 -3.088551 -6.935878
H -20.021955 -3.543925 -6.064474
H -20.099698 -3.718660 -8.840341
O -16.511277 2.770442 -13.878884
C -17.495303 2.749708 -12.856574
C -16.870235 2.730313 -11.531965
O -15.934176 1.703893 -11.296911
H -15.704888 2.493621 -13.393816
H -18.057092 3.653501 -12.973531
H -18.186440 1.935556 -13.056026
H -17.529289 2.866837 -10.695037
H -16.301923 3.663896 -11.373133
H -16.434217 0.882086 -11.013824
O -18.692108 -3.084955 -10.354643
C -18.582940 -3.110118 -11.786484
C -17.509093 -2.219727 -12.336127
O -17.577247 -0.849521 -12.288586
H -18.934834 -2.167858 -10.091206
H -18.362632 -4.147443 -12.027193
H -19.648276 -2.891565 -12.085696
H -17.269099 -2.515647 -13.363350
H -16.687997 -2.528658 -11.697232
H -18.194743 -0.620620 -13.027055
O -20.592487 -0.899628 -9.231082
C -20.927235 0.258895 -8.479932
C -19.609863 1.049663 -8.235378
O -18.842366 1.349565 -9.368218
H -20.795196 -1.762346 -8.822646
H -21.441800 0.952241 -9.188887
H -21.555830 0.152983 -7.598693
H -19.034887 0.409336 -7.628067
H -19.747165 2.012203 -7.790630
H -18.645673 0.430658 -9.680636
O -15.918267 -3.596526 -6.311934
C -15.639791 -3.517288 -7.711885
C -15.040315 -4.750040 -8.295497
O -15.850916 -5.842659 -8.125202
H -16.429224 -4.454560 -6.119109
H -16.599788 -3.284491 -8.250079
H -15.002110 -2.649381 -7.797322
H -14.029297 -4.863266 -7.923021
H -14.910890 -4.549642 -9.439257
H -15.431539 -6.655778 -7.914935
O -13.592601 -3.460505 -13.593112
C -13.725931 -4.843385 -13.169659
C -15.201575 -5.194528 -13.368606
O -15.424837 -4.994913 -14.760273
H -13.930741 -3.465355 -14.511228
H -13.075986 -5.517753 -13.635569
H -13.503790 -5.009308 -12.131556
H -15.864041 -4.587542 -12.818852
H -15.314913 -6.243597 -13.038237
H -16.324897 -5.143927 -15.094071
C -21.089010 -0.162962 -12.866894
C -20.777340 -0.150985 -14.352548
O -19.328591 -0.273892 -14.429485
H -22.148206 0.036406 -12.708059
H -20.559868 0.683859 -12.437529
H -20.850422 -1.142045 -12.411168
H -21.075727 0.802227 -14.820834
H -21.317310 -0.936700 -14.863809
H -18.969547 0.330418 -15.163107
C -16.812227 -1.555084 -16.451171
C -16.181272 -0.387603 -15.719954
O -17.053644 0.731683 -15.972538
H -16.657666 -1.457668 -17.524751
H -17.855939 -1.590480 -16.284832
H -16.342333 -2.509393 -16.211695
H -15.149443 -0.137090 -16.086934
H -16.150722 -0.490921 -14.640451
H -16.858005 1.415229 -15.321531
C -12.295750 -1.195002 -10.760038
C -12.545816 -2.581919 -10.286586
O -12.306825 -2.761429 -8.921829
H -12.666461 -1.034540 -11.773427
H -11.244632 -0.944768 -10.625724
H -12.883631 -0.499635 -10.087299
H -11.940327 -3.299764 -10.841790
H -13.608282 -2.866761 -10.473468
H -12.076866 -1.951889 -8.520056

Cartesian forces (eV/Å) of the 2 atoms listed first:
O -0.5 0.7 0.3
C -3.7 0.0 -1.7

SMILES string: OCCO.OCCO.OCCO.OCCO.OCCO.OCCO.CCO.CCO.CCO
Kohn-Sham gap in Ha: 0.3697
Spin multiplicity: 1

Here are the calculated ΔE to the lowest compared entry with this formula, charge and spin numbers, same order: 94.50 37.72 (kcal/mol).
Here are the calculated LUMO level numbers, same order: 0.19 0.37 (eV).